2 unconnected molecules or ions with the total composition C8H15ClO5 in a non-equilibrium geometry, computed with ωB97M-V/def2-TZVPD.

The total charge is 0. Its HOMO energy is -10.159 eV.

Each line ends with the natural charge from an NBO analysis.
Cartesian coordinates (Å):
1 O -1.57506 0.14242 2.59039  -0.55
2 O 1.68150 0.64647 -2.04918  -0.51
3 O 1.51047 1.40788 0.00607  -0.59
4 H -4.29196 1.11503 3.10334  0.47
5 C -0.61821 0.61483 1.65051  -0.06
6 O -4.53809 1.28516 2.18936  -0.71
7 H 3.21195 -1.55641 -4.10018  0.22
8 C 3.62686 0.48874 -0.53988  -0.75
9 H -4.92885 -0.04251 0.72420  0.18
10 H 0.30137 0.06910 1.77520  0.20
11 C 2.20691 0.90894 -0.83786  0.81
12 H 3.39894 0.79245 -3.22209  0.18
13 C -2.12140 -1.05052 2.23698  0.81
14 C -3.62542 -1.01201 2.11862  -0.54
15 H -0.96089 0.57638 0.62462  0.19
16 C 2.45963 0.23955 -3.17853  -0.07
17 H -3.98148 -1.91955 1.66153  0.24
18 H 1.71048 -1.77624 -3.18376  0.22
19 H 4.28370 0.49539 -1.40661  0.22
20 C -4.08830 0.23558 1.35090  -0.05
21 H 3.61535 -0.50761 -0.09950  0.25
22 Cl -0.30883 2.31468 2.04189  -0.03
23 H -4.00943 -0.96436 3.13579  0.23
24 O -1.49413 -2.01833 2.08131  -0.54
25 H 4.04359 1.18908 0.18013  0.25
26 H 1.88250 0.54007 -4.05175  0.20
27 H 3.23448 -1.59992 -2.33213  0.21
28 H -3.29625 0.64584 0.73188  0.17
29 C 2.67059 -1.26015 -3.20125  -0.64